This record from the Open Molecules 2025 dataset describes a structure of composition C21H20AsGeN5O3S4W. The level of theory is wB97M-V/def2-TZVPD.

```
56
Properties=species:S:1:pos:R:3:forces:R:3
W 0.2882 0.8611 -1.4317 -0.2 0.7 1.1
O -0.0670 2.8350 -0.9773 0.0 0.0 -0.1
C -0.8179 3.5636 -0.2230 0.0 -0.1 0.0
C -0.6423 4.9665 -0.2364 0.0 0.1 0.0
C -1.4239 5.7822 0.5475 0.0 0.0 0.0
C -2.4213 5.2512 1.3775 0.0 0.0 0.0
C -2.6051 3.8869 1.3990 0.0 0.0 0.0
C -1.8175 3.0317 0.6181 0.0 0.0 0.0
C -2.0419 1.6149 0.6720 -0.1 0.1 0.0
N -1.3391 0.7233 0.0780 0.2 -0.2 -0.3
N -1.7980 -0.5744 0.3006 -0.2 0.1 0.2
C -0.8881 -1.4201 -0.0430 0.3 -0.2 -0.1
O 0.2754 -1.0766 -0.5032 -0.2 0.0 -0.2
C -1.1914 -2.8696 0.0894 0.2 -0.1 0.1
C -0.2586 -3.7993 -0.3533 0.1 0.0 0.0
C -0.5248 -5.1577 -0.2520 0.0 0.0 0.0
C -1.7222 -5.5938 0.2939 0.0 0.0 0.0
C -2.6595 -4.6645 0.7337 0.0 0.0 0.0
C -2.3974 -3.3093 0.6318 0.0 0.0 0.0
H 0.1315 5.3603 -0.8821 0.0 0.0 0.0
H -1.2637 6.8543 0.5197 0.0 0.0 0.0
H -3.0349 5.9001 1.9892 0.0 0.0 0.0
H -3.3704 3.4473 2.0315 0.0 0.0 0.0
H -2.8737 1.2470 1.2703 0.0 0.0 0.0
H 0.6582 -3.4440 -0.8032 0.0 0.0 0.0
H 0.2010 -5.8722 -0.6193 0.0 0.0 0.0
H -1.9329 -6.6543 0.3671 0.0 0.0 0.0
H -3.6011 -5.0006 1.1517 0.0 0.0 0.0
H -3.1172 -2.5725 0.9608 0.0 0.0 0.0
S 3.1680 2.3532 -0.4543 0.0 -0.1 0.0
As 3.0715 1.6546 -2.5685 -0.2 -0.1 -0.3
S 2.3390 -0.3731 -2.2500 0.1 0.0 -0.1
S 1.1418 2.2725 -3.3759 0.5 0.0 0.0
S 4.8334 2.0589 -3.6092 0.0 0.0 0.0
O -1.5347 1.0724 -2.6398 0.0 0.1 -0.3
N -0.8489 -0.0518 -2.6850 -0.4 -0.5 -0.1
C -1.3459 -1.1421 -3.2840 -0.1 -0.1 0.0
C -0.5893 -2.3415 -3.3283 0.1 0.1 -0.1
N -0.0137 -3.3386 -3.4165 -0.1 0.0 0.0
C -2.6357 -1.1131 -3.8760 0.0 0.1 0.0
N -3.6742 -1.1008 -4.3809 0.0 -0.1 0.0
C 3.8418 0.8007 2.5721 0.0 0.0 0.0
Ge 2.4694 -0.0392 1.4239 -0.1 0.0 0.0
C 0.9906 -0.5696 2.6285 0.0 0.0 0.0
C 3.2898 -1.6735 0.7353 0.0 0.0 0.0
C 1.7912 1.3112 0.1853 0.2 0.1 0.0
H 4.2183 0.0808 3.3040 0.0 0.0 0.0
H 3.4175 1.6526 3.1090 0.0 0.0 0.0
H 4.6747 1.1580 1.9659 0.0 0.0 0.0
H 0.8901 -1.6572 2.6511 0.0 0.0 0.0
H 0.0448 -0.1544 2.2787 0.0 0.0 0.0
H 1.1667 -0.2165 3.6473 0.0 0.0 0.0
H 3.6066 -2.2911 1.5813 0.0 0.0 0.0
H 4.1506 -1.4529 0.1056 0.0 0.0 0.0
H 2.5587 -2.2157 0.1394 0.0 0.0 0.0
H 1.2336 1.9998 0.8340 0.0 0.0 0.0
```
Forces are in eV/Å.

Net charge: -2
Total energy in eV: -198218.972
HOMO-LUMO gap (spin up / spin down) in Ha: 0.238 / 0.217
Highest occupied orbital energy (spin up / spin down) in hartree: -0.074 / -0.054
LUMO (spin up / spin down) in hartree: 0.1647 / 0.1633

The computed natural (NBO) charges, all in e, follow: number 1, W, carries 1.454; number 2, O, carries -0.689; number 3, C, carries 0.421; number 4, C, carries -0.271; number 5, C, carries -0.189; number 6, C, carries -0.303; number 7, C, carries -0.147; number 8, C, carries -0.233; number 9, C, carries 0.156; number 10, N, carries -0.317; number 11, N, carries -0.420; number 12, C, carries 0.550; number 13, O, carries -0.719; number 14, C, carries -0.034; number 15, C, carries -0.174; number 16, C, carries -0.206; number 17, C, carries -0.223; number 18, C, carries -0.235; number 19, C, carries -0.195; number 20, H, carries 0.228; number 21, H, carries 0.196; number 22, H, carries 0.195; number 23, H, carries 0.195; number 24, H, carries 0.188; number 25, H, carries 0.249; number 26, H, carries 0.205; number 27, H, carries 0.194; number 28, H, carries 0.196; number 29, H, carries 0.231; number 30, S, carries -0.130; number 31, As, carries 0.989; number 32, S, carries -0.432; number 33, S, carries -0.450; number 34, S, carries -0.716; number 35, O, carries -0.528; number 36, N, carries -0.068; number 37, C, carries -0.257; number 38, C, carries 0.308; number 39, N, carries -0.385; number 40, C, carries 0.307; number 41, N, carries -0.394; number 42, C, carries -1.102; number 43, Ge, carries 1.687; number 44, C, carries -1.098; number 45, C, carries -1.094; number 46, C, carries -1.151; number 47, H, carries 0.206; number 48, H, carries 0.213; number 49, H, carries 0.234; number 50, H, carries 0.222; number 51, H, carries 0.228; number 52, H, carries 0.210; number 53, H, carries 0.201; number 54, H, carries 0.237; number 55, H, carries 0.243; number 56, H, carries 0.220

This record from the Open Molecules 2025 dataset describes a structure of composition C21H20AuClN5O4S. The level of theory is wB97M-V/def2-TZVPD.

```
53
Properties=species:S:1:pos:R:3:forces:R:3
Au 0.9344 -1.9719 -1.9516 -0.2 0.3 -0.3
C 3.6861 4.3738 1.8646 0.0 0.0 0.0
O 2.6742 4.1061 0.9189 0.0 0.0 0.0
C 1.4360 3.7978 1.3977 0.0 0.0 0.0
C 0.4854 3.4493 0.4363 0.0 0.0 0.0
C -0.7896 3.0926 0.8171 0.1 0.0 0.0
C -1.1379 3.0789 2.1710 -0.1 0.0 0.0
C -0.2116 3.4858 3.1114 0.1 0.0 0.0
C 1.0866 3.8271 2.7395 -0.1 0.0 0.0
N -2.4597 2.7770 2.6565 0.0 -0.1 0.0
N -3.1217 1.8116 2.2333 0.0 0.1 0.1
C -2.5820 0.8548 1.3222 -0.1 0.0 -0.1
C -3.3492 0.5774 0.2141 0.1 0.0 0.1
C -2.8765 -0.2089 -0.8399 0.0 0.0 -0.1
C -1.6032 -0.7864 -0.8083 0.0 0.0 0.0
O -1.1451 -1.4853 -1.7843 0.1 0.0 0.0
C -0.8418 -0.5965 0.4169 0.1 0.0 0.0
N 0.3488 -1.2258 0.4773 0.0 0.0 0.1
C 1.0601 -1.1597 1.5695 0.0 0.0 0.0
C 0.6261 -0.4615 2.7140 -0.1 0.0 0.0
C -0.5628 0.2108 2.6646 0.1 -0.1 0.0
C -1.3344 0.1866 1.4796 -0.1 0.1 0.1
H 4.5964 4.5429 1.2957 0.0 0.0 0.0
H 3.8346 3.5257 2.5392 0.0 0.0 0.0
H 3.4581 5.2670 2.4542 0.0 0.0 0.0
H 0.7797 3.4373 -0.6051 0.0 0.0 0.0
H -1.5096 2.8008 0.0649 0.0 0.0 0.0
H -0.5033 3.5168 4.1541 0.0 0.0 0.0
H 1.7992 4.1123 3.4998 0.0 0.0 0.0
H -4.3231 1.0492 0.1466 0.0 0.0 0.0
H -3.4772 -0.3507 -1.7301 0.0 0.0 0.0
H 2.0095 -1.6860 1.5645 0.0 0.0 0.0
H 1.2315 -0.4632 3.6109 0.0 0.0 0.0
H -0.9247 0.7504 3.5292 0.0 0.0 0.0
S 0.1266 -5.0596 -0.3607 -0.1 -0.1 0.1
C -1.0812 -4.6660 -1.4291 0.1 0.0 0.0
N -2.3653 -4.3636 -1.1216 0.0 0.0 0.0
C -3.0824 -3.7840 -2.2507 0.0 0.0 0.0
C -2.0572 -3.8874 -3.4001 0.0 0.0 0.0
N -0.9456 -4.5976 -2.7781 0.0 0.0 0.1
H -2.5615 -4.1000 -0.1720 0.0 0.0 0.0
H -3.3372 -2.7446 -2.0504 0.0 0.0 0.0
H -3.9915 -4.3494 -2.4628 0.0 0.0 0.0
H -1.7492 -2.8956 -3.7298 0.0 0.0 0.0
H -2.4521 -4.4504 -4.2469 0.0 0.0 0.0
H -0.0019 -4.4860 -3.1140 0.0 0.0 0.0
Cl 2.3317 0.7249 -3.0884 0.1 -0.1 0.0
C 3.7671 -0.0905 -2.3756 -0.1 0.1 0.0
C 3.8626 -1.6219 -2.4909 0.0 -0.1 -0.1
O 5.0068 -2.0477 -2.3921 0.0 0.0 0.0
O 2.8204 -2.3346 -2.6847 0.1 -0.1 0.1
H 3.7839 0.1858 -1.3237 0.0 0.0 0.0
H 4.6326 0.3320 -2.8729 0.0 0.0 0.0
```
Forces are in eV/Å.

Net charge: -1
Energy above the lowest of the compared OMol25 structures with the same formula, charge and spin in kcal/mol: 8.3
Total energy in eV: -64793.506
HOMO-LUMO gap in Ha: 0.262
Highest occupied orbital energy in hartree: -0.173
LUMO in hartree: 0.0893

The computed natural (NBO) charges, all in e, follow: number 1, Au, carries 0.686; number 2, C, carries -0.251; number 3, O, carries -0.489; number 4, C, carries 0.296; number 5, C, carries -0.236; number 6, C, carries -0.222; number 7, C, carries 0.107; number 8, C, carries -0.208; number 9, C, carries -0.316; number 10, N, carries -0.179; number 11, N, carries -0.113; number 12, C, carries -0.032; number 13, C, carries -0.155; number 14, C, carries -0.369; number 15, C, carries 0.388; number 16, O, carries -0.789; number 17, C, carries 0.143; number 18, N, carries -0.440; number 19, C, carries 0.046; number 20, C, carries -0.261; number 21, C, carries -0.150; number 22, C, carries -0.107; number 23, H, carries 0.198; number 24, H, carries 0.177; number 25, H, carries 0.169; number 26, H, carries 0.234; number 27, H, carries 0.233; number 28, H, carries 0.215; number 29, H, carries 0.215; number 30, H, carries 0.213; number 31, H, carries 0.209; number 32, H, carries 0.196; number 33, H, carries 0.211; number 34, H, carries 0.213; number 35, S, carries -0.276; number 36, C, carries 0.302; number 37, N, carries -0.609; number 38, C, carries -0.223; number 39, C, carries -0.226; number 40, N, carries -0.613; number 41, H, carries 0.414; number 42, H, carries 0.216; number 43, H, carries 0.180; number 44, H, carries 0.224; number 45, H, carries 0.183; number 46, H, carries 0.425; number 47, Cl, carries -0.095; number 48, C, carries -0.478; number 49, C, carries 0.763; number 50, O, carries -0.673; number 51, O, carries -0.792; number 52, H, carries 0.222; number 53, H, carries 0.225